No. 1
81
Properties=species:S:1:pos:R:3:mulliken_charge:R:1 method="wB97M-V/def2-TZVPD" charge=+1 largest_force_ev_per_a=0.46 orbital_gap_ev=8.56 e_tot_ev=-76538.0087
Pb 0.069 -1.842 -0.393 1.1477
O 0.112 2.045 0.257 0.7922
C 1.315 2.665 -0.014 1.2146
C 1.586 4.026 0.079 -1.3731
C 2.844 4.512 -0.250 -1.0106
C 3.860 3.667 -0.656 -1.0467
C 3.611 2.308 -0.699 -0.3113
C 2.351 1.801 -0.395 0.3221
P 2.168 -0.001 -0.358 1.2871
C 3.023 -0.664 -1.822 0.9907
C 3.189 0.054 -3.003 -0.7755
C 3.710 -0.563 -4.132 -0.9731
C 4.063 -1.904 -4.095 -0.5691
C 3.897 -2.630 -2.924 -0.8504
C 3.374 -2.017 -1.797 -0.8027
C 3.243 -0.435 1.050 0.8832
C 2.689 -0.310 2.323 -0.4986
C 3.436 -0.625 3.446 -0.7138
C 4.744 -1.065 3.307 -0.6820
C 5.314 -1.156 2.045 -0.7727
C 4.569 -0.840 0.918 -0.4456
C -1.146 2.584 0.107 -0.1279
C -1.474 3.901 0.407 -1.0081
C -2.730 4.405 0.100 -0.8299
C -3.690 3.603 -0.488 -0.9543
C -3.405 2.263 -0.675 -0.1880
C -2.156 1.728 -0.359 0.7207
P -2.041 -0.083 -0.457 0.8491
C -2.824 -0.549 -2.043 1.3292
C -4.198 -0.766 -2.156 -0.5229
C -4.750 -1.159 -3.365 -0.8910
C -3.938 -1.358 -4.473 -0.6219
C -2.569 -1.157 -4.371 -1.0178
C -2.019 -0.758 -3.162 -0.3712
C -3.232 -0.719 0.756 0.4208
C -3.437 -2.100 0.776 -0.4686
C -4.209 -2.681 1.768 -0.8272
C -4.773 -1.885 2.758 -0.5966
C -4.572 -0.513 2.742 -0.7325
C -3.798 0.071 1.748 -0.4178
H 0.860 4.734 0.422 0.1557
H 3.024 5.576 -0.170 0.4320
H 4.834 4.056 -0.920 0.4714
H 4.402 1.625 -0.982 0.4654
H 2.931 1.104 -3.045 0.3742
H 3.839 0.008 -5.041 0.4599
H 4.464 -2.383 -4.978 0.4275
H 4.170 -3.676 -2.887 0.4523
H 3.257 -2.597 -0.887 0.5693
H 1.677 0.062 2.431 0.2858
H 2.998 -0.528 4.432 0.4881
H 5.325 -1.327 4.181 0.4113
H 6.341 -1.477 1.935 0.4487
H 5.026 -0.919 -0.060 0.4108
H -0.786 4.543 0.921 0.6751
H -2.948 5.439 0.330 0.4372
H -4.656 4.002 -0.765 0.4627
H -4.172 1.612 -1.073 0.3220
H -4.842 -0.642 -1.295 0.4519
H -5.818 -1.316 -3.440 0.4349
H -4.369 -1.681 -5.411 0.4072
H -1.928 -1.321 -5.227 0.4644
H -0.946 -0.618 -3.100 0.1625
H -3.005 -2.732 0.005 0.4624
H -4.366 -3.752 1.772 0.4444
H -5.369 -2.336 3.540 0.4202
H -5.007 0.108 3.514 0.4306
H -3.618 1.138 1.764 0.3334
O -0.885 0.261 2.320 -0.5055
C -0.610 -0.870 2.672 -0.1084
C -0.628 -1.388 4.100 -0.6132
C -0.208 -2.853 3.980 -0.6334
C 0.074 -3.040 2.501 0.4098
O 0.475 -4.040 1.948 -0.6657
N -0.206 -1.869 1.824 0.5110
H -1.622 -1.240 4.520 0.3565
H 0.067 -0.790 4.692 0.2901
H -0.988 -3.555 4.276 0.3312
H 0.687 -3.106 4.547 0.2948
O -0.015 2.422 -3.206 -0.2653
C 0.331 1.514 -2.643 0.2803



No. 2
101
Properties=species:S:1:pos:R:3:mulliken_charge:R:1 method="wB97M-V/def2-TZVPD" charge=0 s2=0.764 largest_force_ev_per_a=3.40 multiplicity=2 orbital_gap_ev="6.64 / 5.17" e_tot_ev=-139893.8094
V -1.859 -0.380 -1.044 0.9514
C -3.642 1.358 0.978 -1.0196
N -3.027 0.028 0.821 0.7444
C -2.028 -0.145 1.903 -1.4161
C -1.200 -1.396 1.687 -1.1597
N -0.535 -1.350 0.375 1.5415
C 0.210 -2.486 0.030 -0.2230
C 1.259 -2.389 -0.899 -0.8642
F 1.561 -1.205 -1.433 -0.3768
C 2.091 -3.432 -1.246 0.1955
F 3.087 -3.225 -2.105 -0.3120
C 1.916 -4.676 -0.677 0.6637
F 2.729 -5.685 -0.977 -0.3312
C 0.893 -4.835 0.230 0.4383
F 0.695 -6.024 0.802 -0.3544
C 0.082 -3.772 0.581 0.2933
F -0.860 -4.068 1.493 -0.4727
C -4.102 -1.008 0.860 -1.3246
C -3.743 -2.299 0.106 -1.4442
N -2.907 -2.000 -1.064 1.9867
C -2.973 -2.979 -2.079 0.4477
C -3.136 -2.674 -3.432 -0.9702
F -3.263 -1.398 -3.839 -0.3157
C -3.242 -3.636 -4.417 0.0941
F -3.407 -3.267 -5.689 -0.3029
C -3.213 -4.975 -4.093 0.5556
F -3.337 -5.907 -5.037 -0.3120
C -3.054 -5.329 -2.771 0.2932
F -3.020 -6.616 -2.424 -0.3136
C -2.924 -4.349 -1.805 -0.3116
F -2.683 -4.768 -0.552 -0.3835
H -4.193 1.419 1.924 0.3885
H -4.319 1.563 0.158 0.2161
H -2.867 2.119 0.972 0.1228
H -2.525 -0.206 2.879 0.6206
H -1.376 0.728 1.895 -0.2544
H -1.858 -2.252 1.776 0.2274
H -0.469 -1.495 2.495 0.8812
H -4.977 -0.567 0.386 0.3645
H -4.368 -1.250 1.894 0.3609
H -4.672 -2.783 -0.221 0.8445
H -3.261 -3.011 0.772 0.4870
O -0.378 -1.316 -3.283 -0.8714
N -0.977 -0.850 -2.369 1.0511
C 7.310 -0.608 2.808 -1.5536
C 5.913 -0.209 2.403 0.6820
C 5.657 1.017 1.803 -0.9261
C 4.385 1.378 1.369 0.5770
C 4.216 2.727 0.710 -1.4107
C 3.313 0.483 1.563 -0.1307
Te 1.464 0.948 0.489 0.7050
N -0.828 1.301 -0.644 1.6582
C -0.973 2.321 -1.346 -0.9572
O -2.320 2.797 -1.698 -0.4845
C 0.085 3.121 -2.018 0.0395
C 1.111 2.449 -2.670 -0.1147
C 2.055 3.163 -3.394 -0.7154
C 1.986 4.549 -3.454 -0.5909
C 0.952 5.222 -2.812 -0.7397
C -0.007 4.508 -2.111 -0.0842
C 0.954 2.516 1.822 0.5953
C 0.884 3.797 1.276 -0.5556
C 0.490 4.880 2.046 -0.8415
C 0.152 4.684 3.377 -0.8775
C 0.247 3.416 3.931 -0.7445
C 0.657 2.318 3.176 0.5263
C 0.810 0.980 3.853 -0.7060
C 3.555 -0.748 2.185 1.2887
C 2.462 -1.756 2.456 -1.0349
C 4.846 -1.071 2.600 -0.9095
H 8.019 0.198 2.620 0.3517
H 7.633 -1.487 2.247 0.3305
H 7.351 -0.861 3.869 0.3384
H 6.478 1.713 1.652 0.2769
H 5.170 3.252 0.667 0.4451
H 3.513 3.348 1.266 0.1687
H 3.836 2.630 -0.310 0.2100
H 1.114 1.366 -2.679 0.4577
H 2.836 2.633 -3.923 0.4670
H 2.721 5.103 -4.023 0.4254
H 0.885 6.301 -2.872 0.4453
H -0.829 5.022 -1.626 0.5026
H 1.149 3.952 0.238 0.7650
H 0.451 5.869 1.608 0.5007
H -0.181 5.516 3.984 0.3915
H -0.003 3.267 4.976 0.4617
H 0.091 0.863 4.665 0.5396
H 1.816 0.891 4.271 0.4023
H 0.685 0.165 3.143 -0.6125
H 1.555 -1.486 1.919 -0.9647
H 2.234 -1.799 3.525 0.4640
H 2.764 -2.758 2.142 0.5668
H 5.014 -2.032 3.079 0.4615
F -5.147 -1.073 -2.190 -0.1305
C -5.189 0.161 -2.441 0.7685
F -5.400 0.470 -3.640 -0.0987
F -5.798 0.859 -1.567 -0.1771
S -2.938 1.834 -2.856 1.0357
O -1.831 1.472 -3.662 -0.5551
O -4.037 2.544 -3.424 -0.7551
O -3.463 0.670 -1.944 -0.6137



No. 3
90
Properties=species:S:1:pos:R:3:mulliken_charge:R:1 method="wB97M-V/def2-TZVPD" charge=-1 s2=0.768 largest_force_ev_per_a=2.72 multiplicity=2 orbital_gap_ev="3.16 / 6.39" e_tot_ev=-101606.6950
Hg 0.398 -0.639 -0.136 1.7236
C 2.685 1.781 0.931 -0.8095
N 2.520 0.335 0.986 0.8885
C 2.453 -0.107 2.384 -1.1448
C 3.613 -0.287 0.187 -0.5986
C 3.198 -1.676 -0.356 -0.8182
N 1.912 -2.142 0.189 -0.1769
C 1.654 -3.397 0.599 0.6040
C 0.353 -4.041 0.453 -0.1994
F -0.673 -3.315 -0.101 -0.3591
C 0.149 -5.354 0.850 0.2516
F -1.083 -5.932 0.656 -0.3150
C 1.170 -6.132 1.380 -0.5615
C 2.439 -5.577 1.511 -0.0556
F 3.486 -6.333 1.886 -0.3194
C 2.626 -4.210 1.253 0.1441
F 3.792 -3.634 1.684 -0.3716
H 3.643 2.108 1.352 0.3106
H 1.848 2.248 1.489 0.2314
H 2.654 2.041 -0.139 0.0413
H 3.458 -0.142 2.867 0.2816
H 2.049 -1.099 2.454 0.1473
H 1.843 0.621 2.944 0.4052
H 4.587 -0.410 0.762 0.3180
H 3.811 0.394 -0.682 0.1746
H 3.986 -2.378 -0.068 0.5349
H 3.209 -1.632 -1.473 0.0904
H 0.943 -7.131 1.713 0.4413
S -1.566 -0.317 -1.505 -0.4612
C -0.982 -1.233 -2.791 0.1933
N 0.021 -2.106 -2.847 -0.0647
C 0.153 -2.627 -4.137 -0.4444
C 1.031 -3.641 -4.570 -0.5092
C 0.957 -4.149 -5.859 -0.6377
C -0.021 -3.634 -6.725 -0.3381
C -0.897 -2.616 -6.313 -0.6790
C -0.852 -2.176 -5.025 0.8845
S -1.898 -1.025 -4.309 -0.1964
H 1.704 -3.986 -3.796 0.4758
H 1.651 -4.936 -6.231 0.3296
H -0.120 -4.014 -7.762 0.3040
H -1.691 -2.221 -6.936 0.3699
O 1.582 1.416 -1.948 -0.2879
S 1.657 1.657 -3.456 0.0398
C 2.862 2.990 -3.635 0.5145
C 3.643 2.952 -4.784 -0.3136
C 4.615 3.953 -4.967 -0.5151
C 4.827 4.926 -3.983 -0.4355
C 4.054 4.919 -2.821 -0.6745
C 3.051 3.956 -2.642 -0.1819
C 0.115 2.426 -3.873 0.7366
C -0.491 3.288 -2.999 -0.2260
C -1.712 3.869 -3.319 -0.6323
C -2.285 3.638 -4.552 -0.4874
C -1.649 2.811 -5.474 -0.5172
C -0.415 2.232 -5.152 -0.4572
H 3.539 2.148 -5.516 0.3995
H 5.199 3.944 -5.891 0.3585
H 5.635 5.640 -4.174 0.3648
H 4.231 5.642 -2.024 0.3844
H 2.441 3.958 -1.745 0.1312
H 0.000 3.495 -2.055 0.2149
H -2.217 4.525 -2.592 0.3674
H -3.213 4.132 -4.830 0.3775
H -2.054 2.658 -6.473 0.3979
H 0.087 1.573 -5.870 0.3532
N -4.207 -0.561 6.246 -0.0111
C -5.006 0.115 7.161 0.3461
C -5.804 -0.259 8.264 -0.8758
C -6.464 0.788 8.945 -0.3962
C -6.304 2.133 8.576 -0.3022
C -5.535 2.523 7.488 -0.8299
C -4.928 1.516 6.768 0.6447
N -4.198 1.614 5.613 -0.6549
C -3.710 0.378 5.378 -0.0862
C -2.825 0.095 4.271 0.9343
C -2.199 -1.141 4.008 -1.0303
C -1.277 -1.219 2.996 -0.2946
N -0.872 -0.142 2.287 0.0714
C -1.438 1.028 2.545 -0.5920
C -2.464 1.166 3.467 -0.6773
H -3.956 -1.553 6.288 0.2147
H -5.791 -1.297 8.643 0.2941
H -7.102 0.574 9.819 0.3104
H -6.898 2.862 9.148 0.3057
H -5.369 3.552 7.191 0.4074
H -2.446 -2.012 4.627 0.1425
H -0.839 -2.197 2.743 0.3093
H -1.076 1.881 1.977 0.4165
H -3.001 2.124 3.555 0.3570